Record 1
Here is a cluster of 2 separate species, C18H31BF4O9 in total in a non-equilibrium geometry from the Open Molecules 2025 dataset. Energies are from ωB97M-V with the def2-TZVPD basis set.

Values from the calculation:
HOMO level ... -10.325 eV
Electronic energy ... -1806.06421 Ha
Max |F| ... 1.1 eV/Å
SMILES ... CCC[C@@H](C)C(=O)O[C@@](CCCOC(C)=O)(B(O)OC)C(F)(F)C(F)F.COC(=O)OC

Geometry (Å):
1 C -2.2002 -3.7427 1.5984
2 C -0.9682 -3.7014 0.6922
3 C 0.3057 -3.5031 1.5319
4 C 1.5553 -3.0978 0.7335
5 C 1.8496 -3.9700 -0.4918
6 C 1.4814 -1.6387 0.3749
7 O 1.1551 -1.1976 -0.6989
8 O 1.8340 -0.8425 1.4209
9 C 1.0276 0.3202 1.7127
10 C 1.4808 1.4793 0.8127
11 C 0.9530 2.8688 1.2291
12 C 0.7543 3.8214 0.0401
13 O 1.5285 3.4780 -1.1130
14 C 2.8120 3.8870 -1.0862
15 C 3.4616 3.8494 -2.4395
16 O 3.3616 4.2413 -0.0702
17 B -0.5812 0.0920 1.5674
18 O -1.2068 0.4448 0.3797
19 O -1.3100 -0.4680 2.5627
20 C -2.5438 0.1207 2.9541
21 C 1.3494 0.5817 3.2045
22 F 1.1868 -0.5799 3.8971
23 F 0.4641 1.4777 3.7234
24 C 2.7831 1.0662 3.5230
25 F 2.8003 1.5262 4.7986
26 F 3.6329 0.0253 3.4453
27 H -2.2205 -2.8718 2.2590
28 H -2.1463 -4.6243 2.2437
29 H -3.1309 -3.7890 1.0321
30 H -0.8841 -4.6826 0.2183
31 H -1.0546 -2.9250 -0.0716
32 H 0.5347 -4.4674 2.0002
33 H 0.1184 -2.8094 2.3564
34 H 2.4036 -3.1925 1.4191
35 H 2.4229 -4.8446 -0.1761
36 H 0.9535 -4.2854 -1.0203
37 H 2.4830 -3.4228 -1.1921
38 H 1.1606 1.2681 -0.2066
39 H 2.5729 1.4985 0.8254
40 H 1.6749 3.3357 1.9018
41 H 0.0167 2.8165 1.7903
42 H 1.0334 4.8296 0.3544
43 H -0.2888 3.8726 -0.2769
44 H 2.7941 3.4043 -3.1753
45 H 4.3663 3.2445 -2.3854
46 H 3.7042 4.8731 -2.7213
47 H -1.1023 1.3821 0.1797
48 H -3.2117 -0.6597 3.3194
49 H -3.0433 0.6247 2.1233
50 H -2.3704 0.8381 3.7583
51 H 3.1331 1.8646 2.8688
52 C -1.6021 -0.2898 -2.5735
53 O -1.8079 -0.0672 -3.9774
54 C -3.0668 0.1837 -4.3144
55 O -4.0062 0.2418 -3.5639
56 O -3.1192 0.3658 -5.6357
57 C -4.4276 0.6456 -6.1368
58 H -0.5426 -0.4778 -2.4404
59 H -1.8991 0.5859 -2.0068
60 H -2.1749 -1.1530 -2.2421
61 H -4.8196 1.5616 -5.6988
62 H -5.1043 -0.1806 -5.9274
63 H -4.3162 0.7680 -7.2100


Record 2
Here is a structure of composition C22H34N2O4S in a non-equilibrium geometry from the Open Molecules 2025 dataset. Energies are from ωB97M-V with the def2-TZVPD basis set.

Values from the calculation:
HOMO level ... -7.387 eV
Electronic energy ... -1666.52870 Ha
Max |F| ... 18.1 eV/Å
Energy relative to the best compared isomer or geometry (same formula, charge and spin) ... 23.353 eV

Geometry (Å):
1 C 4.4145 1.5024 -4.1084
2 H 5.1792 1.6532 -4.7123
3 H 3.9719 2.2527 -3.5830
4 H 3.6108 0.9113 -4.7595
5 O 4.8201 0.4837 -3.3378
6 C 4.2831 0.3357 -2.1371
7 C 2.9589 0.7100 -1.7932
8 C 2.5278 0.0090 -0.5117
9 C 3.3593 -0.6095 0.4029
10 C 4.5627 -0.8321 0.0885
11 C 5.2818 -0.4738 -1.0374
12 H 6.2507 -0.7531 -1.4687
13 H 5.1181 -1.4116 0.6360
14 N 2.8894 -0.9150 1.8018
15 C 1.6914 -0.6125 2.2899
16 O 0.9701 0.4537 1.8810
17 C 1.3931 -1.0669 3.6571
18 C 0.0687 -1.0175 4.1604
19 C -0.8617 -2.0847 3.4256
20 H -1.3830 -2.5441 3.9928
21 C -1.7954 -1.2019 2.3909
22 C -2.2629 -1.8248 1.3699
23 C -3.2670 -1.0960 0.5613
24 C -4.3790 -0.3530 1.3740
25 C -3.7744 0.0380 2.4714
26 C -2.9915 -0.5774 3.3745
27 H -2.6720 0.1145 4.0068
28 H -3.4347 -1.4468 3.8745
29 H -4.6409 0.8554 3.0416
30 H -3.3623 1.2239 2.0647
31 H -5.0497 0.0302 0.7565
32 H -5.0887 -1.4162 1.6496
33 H -3.7717 -1.7184 -0.2801
34 H -2.8543 -0.2789 -0.0881
35 H -1.6499 -2.3464 0.6438
36 H -2.8693 -2.8404 1.9258
37 H -1.2750 -0.4771 1.9702
38 H -0.2220 -2.3515 2.7584
39 H -0.2113 -0.0737 4.1965
40 H 0.2189 -1.3917 5.2634
41 H 2.0574 -0.4571 4.4919
42 H 2.0491 -1.9627 3.7230
43 H 3.5061 -1.4603 2.1496
44 H 1.4249 0.4308 -0.3236
45 S 1.8233 1.1715 -2.8428
46 O 1.7923 2.6238 -2.8173
47 O 1.5367 0.5322 -4.0062
48 N 0.1198 1.0237 -1.9216
49 C -0.4755 -0.2679 -2.3128
50 C -1.3980 0.3519 -3.4219
51 C -2.3510 1.4038 -2.8319
52 C -1.4260 2.5455 -2.4303
53 C -0.5113 1.9639 -1.3046
54 H 0.2209 2.9940 -1.1868
55 H -1.0313 1.9238 -0.4206
56 H -0.8416 3.1307 -3.1605
57 H -2.0388 3.3999 -2.1120
58 H -3.0011 1.8759 -3.6541
59 H -2.8927 1.1253 -1.9049
60 H -1.0949 0.8431 -4.0941
61 H -2.2900 -0.6160 -3.6806
62 H 0.1162 -0.8213 -2.6992
63 H -1.0482 -0.6132 -1.4509


Record 3
Here is the ion C3H8BNO5PS with charge -1 in a non-equilibrium geometry from the Open Molecules 2025 dataset. Energies are from ωB97M-V with the def2-TZVPD basis set.

Values from the calculation:
HOMO level ... -4.593 eV
Electronic energy ... -1314.68630 Ha
Max |F| ... 2.9 eV/Å
Total charge ... -1
Energy relative to the best compared isomer or geometry (same formula, charge and spin) ... 0.485 eV
SMILES ... CB(O)N[C@@H](C(=O)[O-])P(O)(O)=S

Geometry (Å):
1 C 2.4263 -0.8473 -0.1050
2 B 1.7520 0.5575 -0.3613
3 O 2.6033 1.6436 -0.6687
4 N 0.3388 0.8107 -0.3475
5 C -0.4736 -0.1985 0.3606
6 C -0.3282 -0.0169 1.9156
7 O -0.6006 -1.0499 2.5656
8 O 0.0594 1.0491 2.3027
9 P -2.2431 0.0309 -0.1491
10 O -2.5677 -1.2233 -1.1429
11 O -2.3508 1.3170 -1.0834
12 S -3.5324 0.0391 1.2853
13 H 2.1820 -1.5527 -0.8950
14 H 3.4960 -0.7842 0.0262
15 H 2.0092 -1.2652 0.8116
16 H 2.5963 1.8039 -1.6132
17 H -0.0406 1.0425 -1.2554
18 H -0.2369 -1.2319 0.1019
19 H -1.9409 -1.9165 -0.9167
20 H -3.1485 1.7920 -0.8313


Record 4
Here is a structure of composition C32H30N6OPbS3Se from the Open Molecules 2025 dataset. Energies are from ωB97M-V with the def2-TZVPD basis set.

Values from the calculation:
HOMO level ... -8.163 eV
Electronic energy ... -5430.04973 Ha
Max |F| ... 0.1 eV/Å
Energy relative to the best compared isomer or geometry (same formula, charge and spin) ... 0.000 eV

Geometry (Å):
1 Pb -2.3107 -0.0845 0.3223
2 C 1.3610 4.1917 0.7208
3 C 2.4774 3.5810 1.5218
4 C 3.2677 4.3570 2.3666
5 C 4.3121 3.8043 3.0921
6 C 4.5925 2.4493 2.9892
7 C 3.8087 1.6545 2.1689
8 C 2.7631 2.2144 1.4452
9 N 1.9534 1.3703 0.6256
10 C 0.7222 0.9114 0.9842
11 N 0.2580 1.3644 2.1742
12 C -0.7412 0.8138 3.0291
13 C -1.8955 0.2046 2.5460
14 C -2.8109 -0.2697 3.4860
15 C -2.6022 -0.1318 4.8489
16 C -1.4449 0.4885 5.2970
17 C -0.4961 0.9666 4.4043
18 C 0.7577 1.6302 4.9134
19 N 0.0454 0.0895 0.2298
20 C 0.6544 -0.4498 -0.9460
21 C 1.0157 -1.7977 -0.9134
22 C 1.5481 -2.4200 -2.0264
23 C 1.7124 -1.6945 -3.1999
24 C 1.3614 -0.3578 -3.2313
25 C 0.8337 0.2962 -2.1159
26 C 0.4752 1.7538 -2.2168
27 H 1.3889 5.2773 0.7946
28 H 0.3782 3.8539 1.0584
29 H 1.4383 3.9142 -0.3305
30 H 3.0625 5.4178 2.4432
31 H 4.9113 4.4349 3.7359
32 H 5.4093 2.0130 3.5481
33 H 3.9941 0.5910 2.0819
34 H 2.3289 1.0030 -0.2354
35 H 0.9035 1.9795 2.6434
36 H -3.7238 -0.7517 3.1465
37 H -3.3343 -0.4960 5.5583
38 H -1.2682 0.6035 6.3600
39 H 0.7871 1.6011 6.0009
40 H 0.8157 2.6839 4.6196
41 H 1.6596 1.1365 4.5411
42 H 0.8783 -2.3465 0.0101
43 H 1.8179 -3.4669 -1.9914
44 H 2.0984 -2.1794 -4.0867
45 H 1.4803 0.2061 -4.1495
46 H -0.1236 1.9424 -3.1075
47 H 1.3779 2.3672 -2.2902
48 H -0.0990 2.0985 -1.3587
49 S 0.1592 -5.1507 -3.8109
50 C -0.8664 -4.5201 -2.6887
51 S -1.0067 -5.1489 -1.0618
52 C -2.1740 -3.9134 -0.7036
53 N -2.4250 -3.1117 -1.6718
54 N -1.7161 -3.4618 -2.7899
55 C -1.8711 -2.5957 -3.9261
56 C -1.9420 -3.1165 -5.2082
57 C -2.1103 -2.2443 -6.2733
58 C -2.2223 -0.8784 -6.0557
59 C -2.1668 -0.3708 -4.7648
60 C -1.9845 -1.2333 -3.6958
61 S -3.0861 -3.8334 0.7880
62 H -1.8604 -4.1805 -5.3695
63 H -2.1639 -2.6404 -7.2789
64 H -2.3633 -0.2082 -6.8939
65 H -2.2788 0.6888 -4.5741
66 H -1.9412 -0.8533 -2.6848
67 C -1.0416 -3.4798 2.3328
68 O -1.9708 -4.4487 1.8208
69 H -0.3518 -4.0320 2.9668
70 H -1.5577 -2.7148 2.9127
71 H -0.4937 -3.0073 1.5146
72 Se -2.6836 2.6901 0.1366
73 C -2.8174 2.5348 -1.6902
74 N -2.8637 2.4113 -2.8381


Record 5
Here is a cluster of 2 separate species, C3H11N3 in total from the Open Molecules 2025 dataset. Energies are from ωB97M-V with the def2-TZVPD basis set.

Values from the calculation:
HOMO level ... -9.453 eV
Electronic energy ... -285.15090 Ha
Max |F| ... 0.9 eV/Å
Energy relative to the best compared isomer or geometry (same formula, charge and spin) ... 0.733 eV
SMILES ... [H]/N=C/N.CCN

Geometry (Å):
1 H -4.9542 0.7507 1.3254
2 N -4.5433 1.4670 0.7383
3 C -3.8441 0.9227 -0.1668
4 N -3.1983 1.6049 -1.1694
5 H -3.5991 -0.1394 -0.1520
6 H -2.3602 1.1588 -1.4981
7 H -3.1754 2.6064 -1.0451
8 C 3.1648 0.1546 0.3057
9 C 2.8141 -1.3144 0.2037
10 N 1.4240 -1.4887 -0.2331
11 H 4.0817 0.2866 0.8829
12 H 2.3278 0.6964 0.7618
13 H 3.3017 0.6272 -0.6636
14 H 3.0477 -1.8290 1.1477
15 H 3.4356 -1.7790 -0.5724
16 H 1.2758 -2.4761 -0.4034
17 H 0.8015 -1.2486 0.5384


Record 6
Here is a structure of composition C4H7NOS in a non-equilibrium geometry from the Open Molecules 2025 dataset. Energies are from ωB97M-V with the def2-TZVPD basis set.

Values from the calculation:
HOMO level ... -7.947 eV
Electronic energy ... -684.45871 Ha
Max |F| ... 7.2 eV/Å
Energy relative to the best compared isomer or geometry (same formula, charge and spin) ... 9.479 eV

Geometry (Å):
1 C 2.4851 -0.2884 1.5834
2 C 1.0914 -0.2041 1.1172
3 C 0.7352 -0.1428 -0.2435
4 C -0.5268 -0.0617 -0.7326
5 H 2.4019 -1.1274 2.2120
6 H 3.0702 -0.5165 0.7986
7 H 2.6707 0.6489 2.1654
8 H 0.7064 1.1074 2.9978
9 H -1.3114 -0.5676 1.6021
10 H 1.5508 0.2102 -0.9811
11 H -1.6028 -1.6722 0.3154
12 N 0.3643 -0.0802 2.2098
13 O -1.7994 -0.4842 -0.0762
14 S -1.1469 0.6583 -2.1448


Record 7
Here is a cluster of 8 separate species, C8H28O7 in total in a non-equilibrium geometry from the Open Molecules 2025 dataset. Energies are from ωB97M-V with the def2-TZVPD basis set.

Values from the calculation:
HOMO level ... -9.010 eV
Electronic energy ... -848.21292 Ha
Max |F| ... 1.8 eV/Å
Energy relative to the best compared isomer or geometry (same formula, charge and spin) ... 1.659 eV
SMILES ... C=C(CC)C/C=C/C.O.O.O.O.O.O.O

Geometry (Å):
1 C 3.2737 1.6788 -1.2077
2 C 2.4641 1.0617 -0.3481
3 C 2.2904 -0.4445 -0.3491
4 C 2.0585 -1.0628 -1.7170
5 C 1.5292 1.7995 0.5497
6 C 0.1326 1.5743 0.0080
7 C -0.2784 2.1551 -1.1042
8 C -1.6549 2.1765 -1.7386
9 H 3.3865 2.7458 -1.0055
10 H 3.7069 1.3693 -2.1425
11 H 3.1713 -0.9107 0.1070
12 H 1.6041 -0.7637 0.4332
13 H 1.2080 -1.7505 -1.7199
14 H 1.6725 -0.3746 -2.4797
15 H 2.9774 -1.4297 -2.1592
16 H 1.8062 2.8511 0.6402
17 H 1.5953 1.4765 1.5940
18 H -0.4481 0.8134 0.5127
19 H 0.3894 2.7758 -1.6907
20 H -2.2370 2.9525 -1.2461
21 H -1.5422 2.2745 -2.8176
22 H -2.2253 1.2485 -1.6673
23 O -0.5217 0.2037 3.9345
24 H -0.7855 0.7698 3.2015
25 H -0.5523 0.7493 4.7237
26 O 0.3455 -0.0934 -4.6420
27 H -0.1927 0.6387 -4.3055
28 H -0.1931 -0.8019 -4.2903
29 O 1.1169 -2.8135 1.5451
30 H 0.7631 -3.0155 2.3956
31 H 1.7903 -2.1859 1.8258
32 O -1.5825 -1.7003 0.0103
33 H -1.6225 -1.2755 0.8686
34 H -1.2118 -2.5746 0.1148
35 O -2.3792 1.9627 2.0506
36 H -2.2236 2.1165 1.1118
37 H -3.2312 1.5164 2.0748
38 O -3.6127 -1.9162 -1.9338
39 H -3.1373 -2.0190 -2.7571
40 H -2.9766 -1.6383 -1.2580
41 O -0.6449 -2.5835 3.7972
42 H -0.9871 -2.2048 2.9870
43 H -0.4396 -1.8306 4.3621